Formula: C4H8N2
Source: OMol25
Level of theory: ωB97M-V with the def2-TZVPD basis set

For the HOMO energy, the calculation gives -7.58 eV. Its energy above the lowest of the compared OMol25 structures with the same formula, charge and spin is 131.4 kcal/mol. As for the frontier orbital gap: 7.7 eV.

ORCA input file:
```
! RIJCOSX wB97M-V def2-TZVPD def2/J DEFGRID3
* xyz 0 1
C 1.3657 1.2859 0.1379
C 1.1426 -0.1991 -0.0866
C 2.1602 -1.1153 0.1142
C -0.1860 -0.5146 -0.1951
H 1.2571 1.7163 -0.9380
H 2.4651 1.4432 0.2723
H 0.8056 1.6961 0.9474
H -1.1231 1.3865 -0.2949
H 1.6509 -2.0867 -0.0265
H -0.6063 -1.5691 -0.2253
H -3.1184 -0.3219 -0.6809
H -2.3897 -0.9126 0.9643
N -1.1642 0.3473 -0.2445
N -2.5267 -0.0749 0.2672
*
```